[1]
{"formula": "C19H13Br2N2O2Os", "method": "ωB97M-V/def2-TZVPD", "symbols": ["Os", "C", "C", "C", "C", "C", "C", "N", "N", "C", "C", "C", "C", "C", "C", "H", "H", "H", "H", "H", "H", "H", "H", "H", "Br", "C", "C", "C", "C", "C", "C", "C", "O", "O", "H", "H", "H", "H", "Br"], "positions_angstrom": [[0.889, -1.113, -1.163], [3.095, 0.687, 4.020], [2.424, -0.375, 4.609], [1.577, -1.156, 3.843], [1.425, -0.880, 2.485], [2.103, 0.184, 1.887], [2.934, 0.965, 2.665], [0.546, -1.776, 1.847], [0.364, -1.837, 0.633], [-0.537, -2.809, 0.087], [-1.425, -3.697, 0.653], [-2.145, -4.450, -0.265], [-1.964, -4.313, -1.655], [-1.064, -3.403, -2.187], [-0.337, -2.651, -1.269], [3.742, 1.312, 4.621], [2.559, -0.593, 5.659], [1.034, -1.987, 4.272], [1.977, 0.411, 0.846], [3.469, 1.791, 2.217], [-1.561, -3.784, 1.722], [-2.875, -5.161, 0.097], [-2.552, -4.929, -2.321], [-0.931, -3.300, -3.255], [-2.523, 6.532, -3.009], [-1.825, 4.859, -2.526], [-0.609, 4.800, -1.855], [-0.091, 3.567, -1.510], [-0.791, 2.406, -1.838], [-2.011, 2.477, -2.510], [-2.534, 3.708, -2.851], [-0.226, 1.111, -1.513], [-0.794, 0.000, -1.791], [0.910, 0.962, -0.929], [-0.081, 5.710, -1.610], [0.853, 3.496, -0.987], [-2.541, 1.567, -2.759], [-3.483, 3.784, -3.362], [2.998, -2.115, -1.000]], "forces_ev_per_a": [[1.45, 0.03, -0.13], [0.00, 0.05, -0.01], [-0.03, -0.04, 0.01], [0.07, 0.03, 0.09], [-0.20, -0.22, -0.23], [0.05, -0.05, 0.07], [0.01, -0.02, 0.02], [0.23, 0.16, 0.20], [-0.52, 0.09, 0.23], [0.10, 0.00, 0.31], [0.06, 0.00, 0.08], [0.04, 0.03, -0.18], [0.03, -0.07, 0.15], [-0.04, -0.01, 0.08], [-0.59, 0.07, -0.61], [0.03, -0.02, -0.01], [-0.02, 0.02, 0.00], [-0.01, 0.01, -0.02], [0.01, 0.07, -0.05], [-0.03, 0.01, 0.00], [0.00, -0.03, -0.02], [0.00, 0.00, -0.02], [0.00, -0.02, 0.03], [-0.06, 0.04, 0.00], [-0.02, 0.05, 0.00], [0.02, -0.03, 0.01], [0.00, 0.00, 0.01], [-0.01, -0.01, 0.02], [0.06, 0.07, -0.04], [-0.02, -0.01, 0.04], [0.00, -0.01, 0.01], [-0.39, -0.22, -0.09], [-0.19, 0.41, 0.06], [-0.15, -0.39, -0.07], [0.00, 0.00, -0.01], [0.00, 0.01, -0.02], [0.00, 0.01, 0.00], [0.02, 0.00, -0.02], [0.10, 0.02, 0.08]], "lumo_energy_ev": [-5.6934, -5.7077], "e_homo_ha": [-0.4355, -0.4355], "homo_lumo_gap_ev": [6.2, 6.1], "energy_ev": -169533.3103, "charge": 1}

=====

[2]
{"formula": "C19H13F3N2O2", "method": "ωB97M-V/def2-TZVPD", "symbols": ["O", "C", "N", "C", "C", "F", "C", "C", "F", "C", "C", "F", "C", "C", "C", "C", "N", "C", "C", "C", "C", "C", "C", "C", "C", "O", "H", "H", "H", "H", "H", "H", "H", "H", "H", "H", "H", "H", "H"], "positions_angstrom": [[-4.437, -1.559, -0.222], [-3.382, -0.963, -0.180], [-3.385, 0.410, -0.142], [-2.357, 1.331, -0.250], [-2.435, 2.531, 0.468], [-3.518, 2.726, 1.242], [-1.476, 3.519, 0.408], [-0.384, 3.308, -0.414], [0.573, 4.249, -0.486], [-0.260, 2.163, -1.177], [-1.249, 1.203, -1.092], [-1.128, 0.117, -1.882], [-2.080, -1.672, -0.136], [-1.936, -2.815, -0.871], [-0.740, -3.548, -0.823], [0.254, -3.103, -0.007], [0.117, -2.003, 0.754], [1.218, -1.557, 1.597], [2.115, -0.606, 0.843], [3.124, -1.092, 0.021], [3.929, -0.219, -0.689], [3.735, 1.147, -0.579], [2.731, 1.638, 0.238], [1.919, 0.765, 0.942], [-1.036, -1.210, 0.752], [-1.097, -0.231, 1.481], [-4.288, 0.800, 0.110], [-1.577, 4.420, 0.990], [0.583, 2.014, -1.831], [-2.752, -3.137, -1.500], [-0.609, -4.437, -1.414], [1.198, -3.622, 0.073], [0.775, -1.045, 2.455], [1.777, -2.433, 1.935], [3.289, -2.157, -0.061], [4.712, -0.607, -1.324], [4.367, 1.829, -1.128], [2.582, 2.703, 0.328], [1.125, 1.142, 1.569]], "forces_ev_per_a": [[-0.13, -0.22, -0.06], [0.04, 0.25, 0.11], [-0.63, 0.11, 0.09], [0.47, 0.51, -0.19], [0.26, -0.30, -0.33], [0.05, -0.10, -0.01], [0.11, 0.00, -0.03], [-0.36, -0.36, -0.03], [0.05, 0.04, 0.01], [-0.02, 0.12, 0.05], [-0.23, 0.42, 0.06], [-0.06, 0.19, 0.08], [0.01, -0.45, -0.02], [-0.05, 0.47, 0.31], [0.30, -0.05, 0.06], [-0.21, -0.47, -0.41], [-0.17, -0.03, 0.06], [0.26, 0.32, 0.24], [-0.02, -0.02, 0.12], [-0.01, 0.04, 0.03], [0.06, -0.08, -0.09], [0.01, 0.08, -0.03], [0.08, 0.04, 0.00], [0.03, -0.02, 0.08], [-0.13, -0.21, -0.04], [0.06, 0.07, 0.28], [0.14, -0.18, -0.16], [-0.03, 0.09, 0.05], [0.09, -0.03, -0.06], [-0.12, -0.02, -0.02], [0.09, -0.09, -0.02], [0.04, 0.01, 0.04], [0.11, -0.20, -0.10], [-0.11, 0.04, -0.04], [0.03, -0.13, 0.01], [0.07, -0.03, -0.05], [0.06, 0.06, -0.04], [-0.04, 0.11, 0.00], [-0.10, 0.02, 0.07]], "smiles": "O=C(Nc1c(F)cc(F)cc1F)c1cccn(Cc2ccccc2)c1=O", "lumo_energy_ev": 0.0253, "e_homo_ha": -0.3132, "homo_lumo_gap_ev": 8.5, "energy_ev": -35142.2740}

=====

[3]
{"formula": "C19H13NO5", "method": "ωB97M-V/def2-TZVPD", "symbols": ["O", "C", "O", "C", "O", "N", "C", "C", "C", "C", "C", "C", "C", "O", "O", "C", "C", "C", "C", "C", "C", "C", "C", "C", "C", "H", "H", "H", "H", "H", "H", "H", "H", "H", "H", "H", "H", "H"], "positions_angstrom": [[-0.228, -3.141, 1.325], [-0.850, -3.247, 0.261], [-1.526, -4.398, -0.130], [-0.857, -2.110, -0.729], [-1.502, -2.351, -1.750], [-0.226, -0.850, -0.634], [-0.617, 0.333, -1.330], [0.390, 1.203, -1.824], [0.107, 2.368, -2.490], [-1.228, 2.663, -2.779], [-2.246, 1.882, -2.263], [-1.963, 0.712, -1.554], [-3.097, -0.051, -1.115], [-3.131, -0.418, 0.053], [-4.062, -0.333, -2.037], [0.933, -0.813, 0.212], [2.025, -1.595, -0.191], [3.237, -1.502, 0.468], [3.370, -0.598, 1.528], [2.291, 0.179, 1.967], [2.401, 1.061, 3.060], [1.337, 1.845, 3.483], [0.125, 1.715, 2.805], [-0.058, 0.843, 1.738], [1.028, 0.061, 1.321], [-2.014, -4.130, -0.936], [1.431, 0.939, -1.613], [0.938, 2.998, -2.820], [-1.485, 3.579, -3.343], [-3.279, 2.196, -2.484], [-4.697, -0.883, -1.558], [1.974, -2.224, -1.082], [4.078, -2.103, 0.099], [4.351, -0.559, 2.005], [3.317, 1.171, 3.591], [1.479, 2.536, 4.304], [-0.705, 2.322, 3.134], [-1.038, 0.706, 1.309]], "forces_ev_per_a": [[-1.98, -0.83, -2.66], [1.92, -0.98, 3.57], [0.95, 2.55, 0.49], [-1.14, 1.72, -3.49], [-0.12, 0.07, 0.58], [-0.34, -1.92, 1.86], [-0.34, 0.63, -0.78], [0.23, -1.25, 1.11], [-0.42, 0.03, -0.48], [0.16, 1.25, 0.06], [0.10, 0.22, -0.74], [1.18, 0.77, -1.36], [-0.65, -1.55, 1.89], [-0.79, -0.09, -1.19], [0.94, 0.42, 0.91], [1.47, -0.57, -0.86], [-1.38, 0.74, -0.28], [0.76, 0.74, 1.11], [0.89, -1.52, -1.02], [-0.38, 0.00, 0.21], [-0.98, 0.95, 0.46], [1.21, -0.98, -0.76], [-1.02, -0.14, -0.65], [0.26, 0.71, 1.45], [0.18, -0.26, -0.70], [0.24, -0.09, -0.01], [-0.36, 0.04, -0.11], [-0.44, -0.16, 0.03], [0.20, -0.65, 0.37], [0.52, -0.49, 0.29], [-0.22, -0.06, 0.00], [-0.30, 0.18, 0.23], [-0.30, 0.35, 0.40], [-0.39, 0.30, 0.07], [0.78, -0.16, 0.16], [-0.17, -0.03, -0.01], [-0.20, 0.00, -0.01], [-0.07, 0.08, -0.17]], "smiles": "O=C(O)C(=O)N(c1ccccc1C(=O)O)c1cccc2ccccc12", "lumo_energy_ev": -0.4331, "e_homo_ha": -0.2995, "homo_lumo_gap_ev": 7.7, "energy_ev": -31642.0194}

=====

[4]
{"formula": "C19H14Br2N2O", "method": "ωB97M-V/def2-TZVPD", "symbols": ["O", "C", "C", "C", "N", "C", "C", "C", "C", "C", "C", "C", "Br", "C", "C", "C", "C", "C", "C", "Br", "C", "C", "C", "N", "H", "H", "H", "H", "H", "H", "H", "H", "H", "H", "H", "H", "H", "H"], "positions_angstrom": [[-6.211, 0.945, 0.663], [-5.020, 1.272, 0.605], [-3.817, 0.446, 0.740], [-2.450, 0.732, 0.723], [-1.746, -0.417, 0.869], [-0.133, -0.731, 0.823], [0.902, 0.103, 0.106], [1.122, 1.371, 0.489], [1.913, 2.331, -0.282], [2.211, 3.595, 0.282], [2.837, 4.577, -0.470], [3.215, 4.296, -1.790], [4.020, 5.654, -2.849], [2.986, 3.030, -2.352], [2.350, 2.044, -1.601], [-0.036, -2.182, 0.375], [-0.394, -3.100, 1.359], [-0.363, -4.477, 1.115], [0.087, -4.921, -0.121], [-0.058, -6.785, -0.498], [0.533, -4.035, -1.098], [0.493, -2.650, -0.846], [-2.681, -1.411, 1.070], [-3.935, -0.918, 0.947], [-4.765, 2.322, 0.430], [-1.999, 1.680, 0.635], [0.049, -0.594, 1.939], [1.639, -0.413, -0.533], [0.786, 1.702, 1.478], [1.909, 3.772, 1.315], [3.010, 5.552, -0.038], [3.287, 2.840, -3.376], [2.156, 1.059, -2.041], [-0.616, -2.722, 2.373], [-0.711, -5.144, 1.896], [0.892, -4.410, -2.050], [0.979, -1.978, -1.573], [-2.444, -2.433, 1.287]], "forces_ev_per_a": [[2.63, 0.16, -0.06], [-1.64, 0.21, 0.02], [0.87, -2.34, 0.44], [-0.97, 0.45, -0.39], [1.38, -0.44, -0.49], [-0.81, -0.23, 1.45], [-0.57, 0.66, 0.67], [0.50, -0.45, -0.09], [0.86, 0.45, -0.23], [-0.33, -0.91, -0.52], [0.13, -0.19, -0.40], [-0.31, -0.39, 0.33], [-0.11, -0.22, 0.18], [0.02, 0.24, 0.40], [-0.21, 0.49, 0.50], [0.62, -0.09, 0.68], [0.64, -0.81, 0.16], [-0.02, 0.81, 0.19], [-0.50, -0.06, -0.14], [0.22, 0.29, -0.01], [-0.18, 0.51, 0.39], [0.08, -0.22, 0.31], [-2.50, 1.78, -0.85], [1.88, -0.89, 0.62], [-0.04, 0.46, -0.07], [0.66, 0.77, -0.25], [0.06, -0.63, -1.33], [-1.09, 0.50, -0.22], [-0.63, 0.17, -0.53], [0.06, 0.15, -0.27], [0.11, 0.03, -0.09], [0.00, -0.01, 0.12], [0.01, 0.54, 0.11], [-0.11, -0.36, -0.68], [0.19, -0.17, -0.21], [0.02, 0.06, 0.14], [-0.73, -0.38, 0.34], [-0.22, 0.05, -0.21]], "smiles": "O=Cc1cn([C@H](/C=C/c2ccc(Br)cc2)c2ccc(Br)cc2)cn1", "lumo_energy_ev": -0.7130, "e_homo_ha": -0.3282, "homo_lumo_gap_ev": 8.2, "energy_ev": -165040.4364}

=====

[5]
{"formula": "C19H14ClN5V", "method": "ωB97M-V/def2-TZVPD", "symbols": ["V", "C", "C", "C", "C", "N", "C", "N", "C", "N", "C", "N", "C", "C", "C", "C", "C", "N", "C", "C", "C", "C", "C", "C", "H", "H", "H", "H", "H", "H", "H", "H", "H", "H", "H", "H", "Cl", "C", "H", "H"], "positions_angstrom": [[-0.057, 0.091, 0.196], [-3.145, 1.910, 2.355], [-3.243, 1.094, 3.488], [-2.618, -0.126, 3.502], [-1.863, -0.547, 2.398], [-1.703, 0.293, 1.343], [-2.377, 1.476, 1.313], [-1.390, -1.856, 2.462], [-0.666, -2.405, 1.554], [-0.110, -1.789, 0.455], [0.521, -2.692, -0.374], [1.051, -2.450, -1.518], [0.929, -1.241, -2.204], [1.597, -1.177, -3.434], [1.427, -0.093, -4.257], [0.561, 0.938, -3.876], [-0.045, 0.848, -2.656], [0.168, -0.190, -1.803], [0.438, -4.010, 0.300], [0.917, -5.249, -0.074], [0.652, -6.317, 0.779], [-0.074, -6.140, 1.955], [-0.563, -4.889, 2.320], [-0.287, -3.835, 1.474], [-3.659, 2.858, 2.290], [-3.828, 1.410, 4.341], [-2.705, -0.808, 4.335], [-2.256, 2.063, 0.414], [2.216, -2.018, -3.711], [1.944, -0.052, -5.206], [0.364, 1.785, -4.517], [-0.721, 1.615, -2.304], [1.474, -5.384, -0.991], [1.014, -7.304, 0.526], [-0.262, -6.994, 2.592], [-1.132, -4.745, 3.228], [0.760, 2.494, 0.193], [1.475, 1.059, 1.117], [1.406, 1.286, 2.177], [2.506, 0.935, 0.799]], "forces_ev_per_a": [[0.30, 0.57, 0.01], [-0.07, -0.02, -0.05], [0.00, -0.02, 0.03], [-0.07, 0.01, 0.02], [0.03, -0.47, 0.06], [-0.12, 0.02, 0.02], [0.13, -0.18, 0.22], [-0.09, 0.37, -0.04], [0.18, -0.26, -0.24], [-0.18, 0.26, -0.14], [-0.18, -0.19, 0.35], [-0.02, 0.33, -0.16], [0.01, -0.46, 0.10], [-0.02, -0.03, -0.03], [0.04, 0.00, -0.05], [-0.08, -0.06, -0.01], [0.20, -0.16, 0.07], [0.00, -0.02, -0.03], [0.13, 0.05, -0.25], [-0.01, -0.06, 0.03], [-0.01, 0.00, 0.01], [0.00, 0.01, -0.01], [0.03, -0.06, -0.03], [-0.14, 0.12, 0.22], [0.00, 0.00, 0.01], [0.00, 0.02, -0.01], [0.00, 0.00, -0.01], [0.04, 0.04, 0.01], [-0.01, 0.00, 0.00], [-0.01, 0.02, 0.00], [0.02, -0.01, -0.01], [0.04, 0.05, 0.03], [0.00, 0.03, 0.00], [0.00, 0.01, 0.00], [0.00, 0.00, 0.00], [0.00, 0.01, -0.01], [0.11, -0.26, 0.24], [-0.25, 0.29, -0.29], [-0.01, 0.02, 0.01], [0.00, 0.03, -0.05]], "multiplicity": 3, "lumo_energy_ev": [-4.0590, -4.0878], "e_homo_ha": [-0.4301, -0.4316], "homo_lumo_gap_ev": [7.6, 7.7], "energy_ev": -65586.7278, "charge": 1, "s_squared": 2.021}